No. 1
Density functional theory data (ωB97M-V with the def2-TZVPD basis set) for an isolated ion of composition C4H13N3 and charge +1.

```
20
C4H13N3 (ωB97M-V with the def2-TZVPD basis set)
C 1.0854 1.1489 0.2318
N 2.4329 0.7663 0.7347
C 0.3042 -0.2465 0.3429
C 0.2131 -0.4208 1.8232
N -0.9729 -0.1549 -0.2866
C -1.1532 -0.9134 -1.5237
N -2.3973 -0.4250 -2.1650
H 0.6023 1.9285 0.8785
H 1.0694 1.6115 -0.8261
H 3.0366 0.5317 -0.0495
H 2.9437 1.5912 1.1326
H 0.9291 -0.9797 -0.2290
H 1.1997 -0.4607 2.3706
H -0.3641 0.2870 2.4535
H -0.3046 -1.4547 1.9963
H -1.6288 -0.2797 0.4730
H -1.1480 -2.0150 -1.2675
H -0.3405 -0.6919 -2.1706
H -3.1575 -0.3744 -1.4394
H -2.3494 0.5516 -2.4795
```

Results
* net charge: +1
* 2S+1: 2
* highest occupied orbital energy (alpha / beta): -14.1 / -13.9 eV
* lowest unoccupied orbital energy (alpha / beta): -2.7988 / -7.8966 eV
* HOMO-LUMO gap (alpha / beta): 11.31 / 6.05 eV

***

No. 2
Density functional theory data (ωB97M-V with the def2-TZVPD basis set) for an isolated ion of composition C4H13N3 and charge +2.

```
20
C4H13N3 (ωB97M-V with the def2-TZVPD basis set)
N -1.3701 2.5229 0.1184
C -0.3048 1.5242 0.0947
C -0.5158 0.1505 0.2902
N -1.8680 0.0939 0.9534
C 0.4613 -0.9045 0.3555
C 0.8903 -1.3457 -1.0677
N 2.4789 -1.7739 -0.8207
H -1.7819 2.8493 -0.7150
H -1.1804 3.4016 0.6854
H 0.7139 1.9096 0.1699
H -2.4879 0.9524 0.9992
H -2.4409 -0.6661 0.5370
H -1.8890 -0.2148 1.9801
H 1.2265 -0.6905 1.1450
H 0.2218 -1.8227 0.7712
H 0.6481 -0.4926 -1.7377
H 0.5934 -2.3711 -1.4451
H 3.0499 -0.8886 -1.0703
H 2.9751 -2.4601 -1.3356
H 2.4803 -1.9542 0.2223
```

Results
* net charge: +2
* highest occupied orbital energy: -17.2 eV
* lowest unoccupied orbital energy: -7.4933 eV
* HOMO-LUMO gap: 9.70 eV
* structure (SMILES): N/C=C(\[NH3+])CC[NH3+]

***

No. 3
Density functional theory data (ωB97M-V with the def2-TZVPD basis set) for C4H13N3 as an isolated structure.

```
20
C4H13N3 (ωB97M-V with the def2-TZVPD basis set)
C -1.5848 -1.8510 -0.9267
C -1.4771 -0.6747 0.0970
C -0.7044 0.4884 -0.4390
N 2.4680 2.1039 0.2435
C 1.2343 2.2531 0.6183
N 0.4219 1.2087 0.8893
N -0.4940 -2.8772 -0.4828
H -1.2478 -1.5685 -1.9238
H -2.5251 -2.3924 -0.8020
H -2.4824 -0.3397 0.3912
H -1.1645 -1.1087 1.0597
H 0.1989 0.1970 -0.9607
H -1.2189 1.4367 -0.3568
H 2.8225 1.1546 0.2696
H 3.1434 2.8599 0.3119
H 0.9421 3.2733 0.9004
H 0.1117 1.3275 1.8537
H 0.3099 -2.7845 -1.1063
H -0.8681 -3.8289 -0.4527
H -0.1526 -2.5962 0.4380
```

Results
* net charge: +2
* highest occupied orbital energy: -17.7 eV
* lowest unoccupied orbital energy: -8.2421 eV
* HOMO-LUMO gap: 9.43 eV

***

No. 4
Density functional theory data (ωB97M-V with the def2-TZVPD basis set) for an isolated ion of composition C4H13N3 and charge +2.

```
20
C4H13N3 (ωB97M-V with the def2-TZVPD basis set)
C -0.9177 2.1591 1.2222
C -0.9807 0.6295 0.5973
C -2.3902 0.1337 0.2271
N 0.2194 0.1069 0.3732
C 0.5132 -1.2785 -0.0821
N 1.3890 -1.4244 -1.2657
N 2.5785 -0.6698 -1.0072
H -1.6548 2.5516 1.8026
H -0.8719 2.8806 0.3432
H -0.0110 2.4428 1.8275
H -2.8245 0.8390 -0.5688
H -3.0111 0.3988 1.0899
H -2.5384 -0.8605 -0.0357
H 1.1154 0.5901 0.6647
H 1.2505 -1.7084 0.7824
H -0.4864 -1.9124 -0.0299
H 1.5267 -2.3658 -1.5824
H 1.0438 -0.9888 -2.1741
H 2.9463 -0.3952 -1.8960
H 3.1038 -1.1282 -0.2881
```

Results
* net charge: +2
* highest occupied orbital energy: -20.2 eV
* lowest unoccupied orbital energy: -8.4811 eV
* HOMO-LUMO gap: 11.70 eV
* structure (SMILES): CC(C)=[NH+]C[NH2+]N

***

It is found that the energy values, taken in the order of the records, are -324.11844; -323.75475; -323.76820; -323.73029 hartree.
It is found that the energy above the lowest of the compared OMol25 structures with the same formula, charge and spin values, taken in the order of the records, are 1.2921; 3.7614; 3.3954; 4.4272 eV.